1.
Here is a molecular structure, C4H11N3O2 at a distorted geometry from the OMol25 dataset. Energies are from ωB97M-V/def2-TZVPD.

Summary:
Energy above the lowest of the compared OMol25 structures with the same formula, charge and spin = 49.2 kcal per mole
Gap between HOMO and LUMO = 9.9 eV
E = -473.72432 Eh

Each line ends with the natural charge from an NBO analysis.
Positions of all 20 atoms, in Å:
C: 1.271 -0.421 1.442  -0.422
N: 0.844 -0.253 0.057  -0.611
C: -0.572 -1.450 -0.426  0.830
N: -0.435 -1.705 -1.789  -0.886
O: -0.773 -2.310 0.409  -0.676
H: 1.590 -0.400 -0.616  0.399
H: -0.075 -0.926 -2.332  0.409
H: -0.005 -2.600 -1.970  0.392
H: 1.828 0.453 1.783  0.195
H: 0.394 -0.556 2.073  0.212
H: 1.882 -1.320 1.529  0.221
C: -0.125 2.096 0.567  -0.697
C: -0.031 0.980 -0.458  0.682
N: -1.482 -0.060 -0.359  -0.770
O: 0.200 1.226 -1.660  -0.762
H: -2.002 -0.041 0.512  0.397
H: -2.066 0.128 -1.166  0.409
H: -0.841 2.830 0.194  0.237
H: 0.846 2.584 0.661  0.234
H: -0.447 1.744 1.549  0.208

Forces on the atoms, in the same order (eV/Å):
-0.2 0.3 -0.3
-0.9 0.2 -0.5
-1.7 0.4 -0.1
0.3 0.2 0.1
0.4 0.7 -0.1
0.0 0.3 0.1
0.0 -0.1 0.0
0.1 0.1 0.0
0.1 -0.1 0.1
0.0 -0.1 0.0
0.0 0.1 0.0
-0.5 -0.2 0.0
1.3 -0.9 -0.3
1.6 -0.4 0.5
-0.3 -0.2 0.6
-0.1 -0.2 -0.1
0.0 -0.2 0.0
0.1 0.0 0.1
0.0 -0.1 -0.1
0.0 0.0 0.0



2.
Here is 2 unconnected molecules or ions with the total composition C4H11N3O2 at a distorted geometry from the OMol25 dataset. Energies are from ωB97M-V/def2-TZVPD.

Summary:
Energy above the lowest of the compared OMol25 structures with the same formula, charge and spin = 29.9 kcal per mole
Gap between HOMO and LUMO = 10.1 eV
E = -473.75505 Eh
Structure (SMILES) = CN(N)C=O.CC(N)=O

Each line ends with the natural charge from an NBO analysis.
Positions of all 20 atoms, in Å:
C: 1.971 -0.861 0.588  -0.417
N: 0.898 -1.068 -0.367  -0.312
N: 1.188 -0.790 -1.722  -0.654
C: -0.316 -1.694 0.000  0.519
O: -0.599 -2.085 1.126  -0.623
H: 2.196 0.208 0.626  0.194
H: 1.678 -1.198 1.586  0.231
H: 2.863 -1.406 0.266  0.205
H: 0.969 -1.609 -2.296  0.346
H: 0.527 -0.057 -2.029  0.389
H: -0.926 -1.939 -0.888  0.117
C: -0.381 2.060 0.755  -0.725
C: -1.131 1.250 -0.264  0.694
N: -2.242 0.579 0.248  -0.836
O: -0.907 1.266 -1.470  -0.651
H: -0.178 1.457 1.645  0.230
H: -0.974 2.933 1.037  0.243
H: 0.571 2.389 0.327  0.241
H: -2.822 0.081 -0.417  0.405
H: -2.385 0.486 1.246  0.405

Forces on the atoms, in the same order (eV/Å):
0.0 0.3 -0.2
-2.0 -1.1 0.7
-0.8 0.2 -0.2
2.0 -0.4 0.4
0.3 0.8 -1.1
0.2 -0.1 0.1
-0.2 0.0 -0.3
-0.1 0.1 0.0
0.3 0.1 0.3
0.5 -0.2 0.2
0.0 0.4 0.1
0.6 -0.2 0.0
-1.8 -0.2 -0.2
1.1 0.7 -0.5
0.1 -0.1 0.7
-0.1 0.1 0.0
0.0 -0.1 0.0
-0.2 0.0 0.1
0.1 0.1 0.4
0.0 -0.1 -0.5



3.
Here is 2 unconnected molecules or ions with the total composition C4H11N3O2 at a distorted geometry from the OMol25 dataset. Energies are from ωB97M-V/def2-TZVPD.

Summary:
Net charge = +1
2S+1 = 2
Energy above the lowest of the compared OMol25 structures with the same formula, charge and spin = 130.7 kcal per mole
Gap between HOMO and LUMO (alpha / beta) = 8.5 / 4.9 eV
E = -473.31021 Eh

Each line ends with the natural charge from an NBO analysis.
Positions of all 20 atoms, in Å:
C: 0.596 3.245 1.411  -0.791
C: 0.926 1.919 1.230  0.790
O: -0.020 0.980 1.758  -0.775
O: 1.874 1.395 0.752  -0.586
H: 0.194 3.755 0.489  0.287
H: 1.393 4.106 1.443  0.299
H: -0.214 3.342 2.262  0.276
C: -2.544 -0.873 -0.732  -0.529
C: -0.272 -1.781 -1.010  0.600
N: 1.079 -1.831 -0.550  -0.670
N: -1.233 -1.201 -0.215  -0.188
N: -0.239 -1.964 -2.554  -0.763
H: 1.270 -2.031 0.536  0.444
H: 1.838 -1.140 -0.852  0.478
H: 0.126 -0.083 1.862  0.508
H: -0.708 -2.789 -2.677  0.390
H: 0.809 -2.137 -2.762  0.397
H: -3.133 -1.313 -1.655  0.254
H: -2.578 0.353 -0.908  0.310
H: -3.308 -1.132 0.023  0.270

Forces on the atoms, in the same order (eV/Å):
-2.5 6.8 1.1
0.2 -6.7 0.8
-1.1 -1.2 0.8
2.1 0.3 -1.5
-0.5 -1.3 0.5
-0.6 -2.4 0.9
1.8 0.1 -1.8
-2.0 1.8 -1.4
2.6 2.1 -3.1
-0.9 0.8 3.7
0.7 -2.5 -1.7
2.9 2.8 4.7
-1.1 0.9 -3.0
-1.4 -1.4 -0.4
0.5 4.4 -0.9
-1.8 -2.7 -1.1
-2.4 0.1 0.3
2.5 0.5 0.9
0.2 -3.0 0.7
0.7 0.7 0.5



4.
Here is 2 unconnected molecules or ions with the total composition C4H11N3O2 at a distorted geometry from the OMol25 dataset. Energies are from ωB97M-V/def2-TZVPD.

Summary:
Net charge = +1
2S+1 = 2
Energy above the lowest of the compared OMol25 structures with the same formula, charge and spin = 42.6 kcal per mole
Gap between HOMO and LUMO (alpha / beta) = 10.5 / 5.7 eV
E = -473.45055 Eh

Each line ends with the natural charge from an NBO analysis.
Positions of all 20 atoms, in Å:
C: -0.206 -2.361 1.389  -0.453
C: 1.073 -1.503 -0.567  0.558
N: 0.509 -1.288 0.663  -0.422
N: 0.642 -0.758 -1.577  -0.370
N: 1.986 -2.489 -0.617  -0.744
H: -0.037 -0.415 0.719  0.452
H: 0.391 -3.187 1.744  0.231
H: -1.124 -2.614 0.856  0.246
H: -1.115 0.769 -1.022  0.483
H: 1.173 -0.785 -2.449  0.377
H: 2.882 -2.496 -1.083  0.445
H: 2.041 -3.049 0.226  0.411
H: -0.675 -1.842 2.233  0.252
C: -1.230 3.763 -0.068  -0.749
C: -0.828 2.347 0.024  0.822
O: -0.062 1.746 0.735  -0.630
O: -1.518 1.623 -0.927  -0.692
H: -0.712 4.389 0.665  0.250
H: -2.304 3.875 0.023  0.265
H: -0.883 4.277 -0.968  0.267

Forces on the atoms, in the same order (eV/Å):
-0.6 1.4 1.1
1.2 -0.6 1.5
-1.8 -0.3 -1.4
0.1 1.6 0.0
0.0 -0.7 0.6
0.4 0.0 -0.3
0.1 -0.2 -0.2
0.4 -0.6 -0.7
0.4 -0.9 0.0
0.0 -0.6 0.0
-0.5 0.3 -0.8
0.1 0.2 -0.1
0.6 -0.3 0.3
1.0 1.6 0.8
-0.8 -1.8 -1.6
0.4 0.4 0.5
-0.3 1.6 0.3
-0.3 -0.5 0.5
-0.1 -0.1 -0.1
-0.3 -0.7 -0.5



5.
Here is 2 unconnected molecules or ions with the total composition C4H11N3O2 at a distorted geometry from the OMol25 dataset. Energies are from ωB97M-V/def2-TZVPD.

Summary:
Net charge = +1
2S+1 = 2
Energy above the lowest of the compared OMol25 structures with the same formula, charge and spin = 81.5 kcal per mole
Gap between HOMO and LUMO (alpha / beta) = 10.8 / 6.1 eV
E = -473.38852 Eh

Each line ends with the natural charge from an NBO analysis.
Positions of all 20 atoms, in Å:
C: 0.116 3.367 0.962  -0.763
C: -0.167 1.968 0.561  0.816
O: -0.672 1.724 -0.776  -0.674
O: 0.168 1.088 1.325  -0.642
H: 0.786 3.582 1.805  0.274
H: -0.791 3.818 1.478  0.276
H: 0.344 3.926 0.004  0.258
C: -1.380 -1.922 -1.459  -0.494
C: 0.455 -1.822 0.108  0.593
N: -0.641 -2.225 -0.206  -0.173
N: 1.454 -1.172 -0.739  -0.859
N: 0.837 -1.998 1.437  -0.566
H: -0.654 0.837 -0.905  0.464
H: -1.168 -0.958 -1.940  0.220
H: -2.479 -2.058 -1.514  0.273
H: 2.224 -1.551 -1.155  0.424
H: 1.591 -0.120 -0.570  0.430
H: 0.288 -2.732 1.994  0.430
H: 0.748 -1.127 1.899  0.432
H: -1.059 -2.624 -2.308  0.281

Forces on the atoms, in the same order (eV/Å):
-1.8 2.4 -1.1
0.8 -0.8 -0.3
1.0 5.3 3.7
-0.7 -1.0 -1.2
0.6 -1.1 -0.8
0.4 -0.5 -1.3
-0.2 -0.1 1.4
0.2 -0.8 -2.0
5.9 1.7 -0.1
-4.3 -0.9 -3.0
-4.1 3.6 2.6
-2.1 -2.1 0.4
0.0 -4.4 -0.5
0.2 0.1 0.8
0.7 -0.1 1.2
2.2 -2.1 -0.9
-0.6 -2.2 -0.2
1.0 1.0 -1.2
0.8 1.6 1.0
0.0 0.4 1.5



6.
Here is C4H11N3S in the gas phase at a distorted geometry from the OMol25 dataset. Energies are from ωB97M-V/def2-TZVPD.

Summary:
Energy above the lowest of the compared OMol25 structures with the same formula, charge and spin = 26.5 kcal per mole
Gap between HOMO and LUMO = 8.8 eV
E = -721.42632 Eh
Structure (SMILES) = CNC(=S)NN(C)C

Each line ends with the natural charge from an NBO analysis.
Positions of all 19 atoms, in Å:
C: 1.686 1.976 -0.033  -0.410
N: 0.574 1.063 -0.025  -0.602
C: 0.672 -0.271 -0.035  0.282
S: 2.121 -1.098 0.006  -0.286
N: -0.525 -0.971 -0.020  -0.460
N: -1.806 -0.454 0.027  -0.293
C: -2.298 0.137 -1.215  -0.418
C: -2.165 0.188 1.266  -0.421
H: 2.329 1.765 -0.892  0.220
H: 2.318 1.933 0.886  0.211
H: 1.292 2.999 -0.090  0.201
H: -0.343 1.462 0.022  0.393
H: -0.454 -1.992 -0.002  0.408
H: -3.395 0.112 -1.213  0.202
H: -1.982 -0.455 -2.049  0.219
H: -2.017 1.170 -1.372  0.164
H: -1.685 -0.410 2.071  0.222
H: -3.271 0.131 1.365  0.209
H: -1.790 1.219 1.405  0.159

Forces on the atoms, in the same order (eV/Å):
0.7 0.4 0.4
-0.4 0.1 0.1
-0.4 -0.7 0.3
-0.1 0.1 -0.1
0.8 -0.4 -0.2
0.1 0.2 -0.6
-0.7 -0.2 0.8
-0.1 -0.6 0.8
0.0 0.1 0.1
-0.5 -0.3 -0.6
0.1 -0.3 -0.2
-0.2 0.0 0.0
0.1 0.8 0.0
0.1 0.0 0.1
0.4 -0.3 -0.4
0.3 0.5 -0.1
-0.5 0.4 -0.4
0.7 0.3 0.1
-0.4 0.0 -0.2



7.
Here is a gas-phase ion, C4H11N4 (charge +1) at a distorted geometry from the OMol25 dataset. Energies are from ωB97M-V/def2-TZVPD.

Summary:
Net charge = +1
Energy above the lowest of the compared OMol25 structures with the same formula, charge and spin = 118.8 kcal per mole
Gap between HOMO and LUMO (alpha / beta) = 9.4 / 9.4 eV
E = -377.63740 Eh
Structure (SMILES) = C#[N+]CN(N)CCN

Each line ends with the natural charge from an NBO analysis.
Positions of all 19 atoms, in Å:
C: 1.912 1.427 -1.553  0.274
N: 2.351 0.320 -1.754  -0.323
C: 2.025 -0.755 -0.817  -0.082
N: 0.946 -0.378 0.033  -0.245
N: 0.803 1.010 0.190  -0.546
C: -0.390 -1.078 -0.188  -0.238
C: -1.310 -0.587 0.854  -0.270
N: -1.747 0.798 0.677  -0.855
H: 2.218 2.381 -2.007  0.267
H: 1.728 -1.739 -1.467  0.238
H: 2.908 -0.964 -0.373  0.220
H: 1.591 1.365 0.731  0.392
H: -0.189 1.247 0.677  0.464
H: -0.127 -2.213 -0.120  0.249
H: -0.646 -0.802 -1.145  0.207
H: -0.839 -0.508 1.887  0.223
H: -2.170 -1.427 1.009  0.233
H: -1.975 1.220 1.567  0.388
H: -2.667 0.913 0.268  0.405

Forces on the atoms, in the same order (eV/Å):
0.6 -0.4 -0.4
-0.9 1.1 0.3
-3.1 -2.3 -3.4
-0.9 -0.1 0.9
1.2 0.1 -0.2
3.6 -1.2 1.6
-2.6 -2.1 3.2
-1.2 0.4 0.3
-0.9 -0.1 0.5
0.6 2.3 1.7
2.7 -0.6 1.9
-0.3 -0.2 0.3
1.4 -0.1 -2.1
-0.8 2.1 0.0
-1.3 0.2 -2.4
0.0 -0.9 -1.4
1.6 2.2 -0.5
0.3 -0.2 0.6
0.2 -0.3 -1.1